(one)
ORCA calculation (ωB97M-V/def2-TZVPD) on a 5-piece molecular cluster, C2H14O6 overall.

Positions of all 22 atoms, in Å:
O (-0.723, 0.264, 2.188)
C (-0.623, -1.159, 2.095)
C (0.717, -1.721, 1.637)
O (1.747, -1.497, 2.607)
H (0.126, 0.575, 2.516)
H (-0.748, -1.588, 3.098)
H (-1.447, -1.502, 1.472)
H (0.988, -1.296, 0.658)
H (0.711, -2.790, 1.433)
H (1.716, -0.572, 2.863)
O (-0.432, 0.537, -1.091)
H (0.297, 1.138, -0.834)
H (-0.860, 0.309, -0.256)
O (1.463, 1.968, 0.229)
H (2.191, 2.457, -0.177)
H (1.795, 1.690, 1.088)
O (-1.356, 2.431, -3.660)
H (-1.453, 2.966, -2.866)
H (-1.067, 1.564, -3.335)
O (-0.719, -1.136, -3.442)
H (-1.512, -1.597, -3.738)
H (-0.813, -1.042, -2.484)

M: 134.1 g/mol
LUMO energy: -0.29 eV
E_HOMO: -10.714 eV
HOMO-LUMO gap: 0.3832 Ha

(two)
ORCA calculation (ωB97M-V/def2-TZVPD) on a 6-piece molecular cluster, C2H14O6 overall.

Positions of all 22 atoms, in Å:
C (3.393, 1.569, -1.129)
C (3.090, 0.535, -0.358)
O (2.220, -0.444, -0.780)
H (4.010, 2.371, -0.758)
H (2.881, 1.706, -2.071)
H (3.606, 0.161, 0.514)
H (1.947, -0.362, -1.705)
O (-2.375, 2.050, 0.877)
H (-1.761, 1.432, 0.457)
H (-2.321, 2.937, 0.522)
O (-0.285, -0.666, -2.198)
H (-1.028, -0.220, -2.611)
H (-0.411, -0.742, -1.245)
O (-1.549, -0.504, 0.635)
H (-0.778, -0.659, 1.180)
H (-1.876, -1.391, 0.440)
O (0.692, -2.426, 0.634)
H (0.600, -1.524, 0.953)
H (1.238, -2.255, -0.150)
O (-4.168, -0.563, 2.227)
H (-3.486, -1.244, 2.203)
H (-3.639, 0.237, 2.363)

M: 134.1 g/mol
LUMO energy: 0.17 eV
E_HOMO: -9.617 eV
HOMO-LUMO gap: 0.3596 Ha

Of them, the most stable is (one) and the least stable is (two).